[1]
The following is a DFT calculation (ωB97M-V/def2-TZVPD) of C18H36AsF6O18Tl as an isolated structure in a non-equilibrium geometry.

Geometry as XYZ:
```
80
Properties=species:S:1:pos:R:3:forces:R:3:lowdin_charge:R:1
H 4.82835 -0.42419 -2.66873 -0.17 -0.19 -0.42 0.1039
F -1.30966 1.00231 -0.53702 0.10 0.62 -0.43 -0.2176
H 0.95737 -5.33822 1.06265 -0.23 0.21 0.08 0.0919
H 4.12001 0.87223 -3.68424 -0.22 -0.16 -0.20 0.1151
C 0.92968 5.53198 -0.69793 0.33 0.33 0.37 -0.5835
H -7.56187 0.20745 5.01228 0.28 -0.18 0.16 0.1049
H 1.68250 2.79232 -0.89493 0.39 0.30 0.03 0.1200
H -4.87108 0.37008 -0.23944 0.04 0.11 -0.09 0.0999
H 5.20727 -2.94060 -1.24824 0.00 -0.13 -0.05 0.1040
O 2.82056 -0.60225 -2.88064 0.04 -0.42 -0.62 0.0566
F 0.20362 0.50096 1.37467 -0.10 0.43 0.01 -0.2305
H 4.54255 -4.38163 -0.43238 -0.06 -0.05 0.09 0.1074
C -3.69724 0.36199 -3.16638 -0.11 0.33 -0.09 -0.6070
H -2.79848 1.54944 1.97158 0.29 0.30 -0.03 0.1054
H -0.51379 1.15490 -2.85902 0.17 -0.16 -0.02 0.0824
F -1.68101 -0.95584 0.74427 -0.23 -0.19 0.02 -0.2320
C 1.73528 -3.53656 3.43082 0.06 -0.43 0.63 -0.0025
O 5.17470 -3.40026 2.94914 -0.16 -0.12 -0.17 0.0336
O -4.60467 0.60448 -2.24404 0.06 0.02 0.11 0.0163
H -3.63148 -0.70025 -0.91995 0.02 0.04 -0.11 0.0731
C 1.69187 -0.11980 -3.32580 -0.27 0.51 0.96 -0.5972
C 3.97312 0.23109 -2.82031 1.02 0.46 1.07 0.0097
O 1.56517 1.18671 -3.16047 0.14 0.15 -0.57 0.0246
C 2.11755 -3.75269 -1.48041 0.14 -1.18 0.39 -0.5876
H 3.96388 0.85538 -1.91670 -0.45 0.02 -0.19 0.1114
O 0.35313 5.27417 -1.71145 -0.32 -0.24 -0.70 0.1812
H 6.74121 -4.71566 3.41178 -0.23 -0.02 -0.20 0.1112
H 6.35352 -3.55903 4.68863 -0.40 -0.10 -0.08 0.1043
O -3.79169 1.16870 -4.19967 0.24 -0.21 -0.37 0.0345
H 0.99087 -3.08886 2.78893 0.11 0.24 -0.22 0.0872
H 1.70158 -3.14716 4.45093 -0.04 0.13 -0.14 0.1100
O 1.24904 6.70945 -0.22011 -0.03 0.13 0.09 0.0702
H 0.03192 1.74736 -4.43485 0.03 0.14 -0.01 0.1227
C 0.88474 7.85247 -1.00739 0.12 0.29 -0.19 0.0224
H -5.79809 1.80492 -4.04757 0.07 -0.25 -0.11 0.1040
H -4.74229 2.63386 -5.21843 0.07 -0.04 -0.07 0.1027
H 0.66835 8.65382 -0.30804 0.00 -0.05 0.06 0.1105
O 1.37774 4.61601 0.17830 0.51 -0.35 0.27 0.0993
H -7.25297 1.77817 4.36521 0.33 0.26 0.19 0.1066
H 0.04006 7.63975 -1.65719 -0.03 -0.09 0.06 0.1034
H -5.37915 -0.99818 -1.22276 0.12 -0.07 -0.05 0.1085
O 4.00360 -3.93266 4.78923 -0.24 -0.39 0.89 0.2074
C -4.79729 2.18656 -4.23441 -0.26 0.50 0.38 -0.0088
H 4.03102 -2.71678 0.04079 -0.13 -0.21 0.11 0.1072
H -6.57618 1.32325 5.99733 0.06 0.20 -0.02 0.1097
H -2.18869 1.85994 3.66698 -0.51 0.35 -0.08 0.1133
C 0.84385 -5.12507 0.00678 0.15 -0.29 -0.24 0.0236
C 1.06746 3.29395 -0.12712 -1.70 -0.65 -0.01 -0.0197
O -5.65656 0.42780 4.35640 -0.15 -0.73 0.02 0.0634
F -0.69462 -1.19583 -1.50304 -0.27 -0.18 -0.45 -0.3310
H 1.55838 -4.61465 3.50961 0.03 0.07 -0.08 0.1096
H 1.75013 8.13473 -1.61298 -0.07 -0.04 0.01 0.1187
C 4.05670 -3.58593 3.65041 0.50 0.30 -0.71 -0.6019
O 3.32712 -3.38061 -1.80953 -0.08 0.52 0.02 0.0492
H 0.28305 2.74104 -2.94886 0.11 0.11 -0.17 0.0905
H -0.02106 -4.52340 -0.24503 -0.03 0.21 0.28 0.0952
C -2.55363 1.13214 2.94413 0.67 0.15 0.01 -0.0069
F 1.06426 0.34741 -0.88882 0.24 0.18 0.05 -0.1896
H -1.73865 0.42457 2.84657 -0.41 -0.48 -0.20 0.0772
H -4.58474 2.93058 -3.46503 0.04 0.02 -0.11 0.1046
C -6.81838 1.00072 4.99185 -0.56 -0.05 -0.38 0.0196
C -4.60160 -0.24560 -1.09383 -0.32 -0.24 0.55 0.0054
C 6.39904 -3.69950 3.60760 0.99 0.49 0.67 -0.0144
O -2.82949 -0.48420 -3.10056 0.14 -0.43 -0.17 -0.0586
H 7.13706 -2.98065 3.24723 -0.12 -0.20 -0.30 0.1056
C -4.68871 1.17427 3.91523 -0.24 0.54 0.22 -0.6021
H 1.01478 2.68599 0.77283 0.61 0.21 0.14 0.1012
As -0.29987 -0.30839 -0.07047 -0.33 -1.06 1.60 0.7115
C 4.33088 -3.37567 -0.77419 0.39 0.38 -0.13 0.0159
O -3.72618 0.45284 3.39935 0.26 -0.69 0.13 0.0773
H 0.77445 -6.08154 -0.51778 0.17 0.17 -0.10 0.1117
C 0.25422 1.74277 -3.36856 -0.40 -0.03 -0.06 0.0270
Tl -1.42471 -2.85390 -3.59730 0.19 0.47 0.25 1.1494
F 0.59658 -1.68832 0.47173 0.45 -0.22 -0.22 -0.2262
O -4.67401 2.38905 3.95044 0.00 0.33 0.00 0.2318
O 3.03170 -3.31379 2.86020 -0.51 0.08 -0.37 0.0321
H 0.05119 3.27106 -0.57430 0.22 -0.02 -0.16 0.1156
O 1.16036 -3.58302 -2.20981 -0.38 0.44 -0.42 0.0718
O 0.79719 -0.81875 -3.75224 -0.01 -0.34 -0.37 0.1202
O 2.06922 -4.44923 -0.35596 -0.11 0.12 -0.05 0.0126
```
Positions in Å, forces in eV/Å.

Net charge = +2
Maximum force = 1.95 eV/A
Highest occupied orbital energy = -14.911 eV
ΔE to the lowest compared entry with this formula, charge and spin = 0.0 kcal per mole
M = 933.8 g/mol

---

[2]
The following is a DFT calculation (ωB97M-V/def2-TZVPD) of C18H36BeNO21 as an isolated structure in a non-equilibrium geometry.

Geometry as XYZ:
```
77
Properties=species:S:1:pos:R:3:forces:R:3:lowdin_charge:R:1
O -2.71344 6.24429 -1.29638 0.39 0.27 -2.93 0.0122
C 2.00042 5.95761 2.99673 -0.20 -0.04 1.35 -0.0765
H 2.07161 -2.03742 -6.92532 -0.10 0.19 -0.13 0.0961
C 1.92352 4.84958 0.90458 -0.95 -1.31 1.57 -0.5399
C 3.92877 -9.15422 4.19479 -1.15 0.76 1.65 -0.0124
O -8.60534 -0.28072 1.79727 -1.27 -0.66 -0.25 0.0178
O 3.05972 -0.27493 -6.55647 0.20 0.40 0.53 0.0078
C -7.84617 0.76390 1.60677 3.38 0.12 -1.73 -0.5864
H 1.48816 3.39481 -1.38676 0.07 0.03 0.20 0.0924
H -2.08350 7.57874 0.19546 0.90 -0.32 -0.92 0.0982
H -3.13534 3.93704 -4.70138 -0.48 0.41 0.24 0.0991
H 0.84489 -7.63385 0.14675 0.97 -0.40 -0.17 0.0945
C 2.25250 -8.07610 2.97246 -4.27 -2.36 4.34 -0.7094
Be -2.29364 0.76791 1.85884 -0.04 -0.18 -0.38 0.9364
H 3.33766 -10.06874 4.24323 0.56 -0.28 0.16 0.1098
N -2.05334 -2.24530 -1.68872 -0.32 3.63 -2.22 -0.6000
H 6.80370 0.28886 -6.12602 0.51 0.03 1.18 0.1052
H -8.23803 -2.18114 2.29357 -0.51 -0.28 -0.20 0.0980
O 1.28585 3.86257 1.31776 1.41 2.40 -0.57 0.0612
O 2.26469 5.97110 1.63265 0.01 -1.22 -2.62 -0.0116
O 3.43367 -1.99007 4.23192 0.26 -0.56 -4.64 -0.0128
H -3.48126 3.01613 -3.21506 0.45 -0.05 0.13 0.1020
H 2.58438 -0.52308 5.43236 0.38 0.18 -0.21 0.0980
H 0.94874 5.72025 3.15716 0.18 -0.25 0.37 0.0953
C -2.64366 6.66218 0.01044 -0.56 -0.05 1.97 -0.0639
H 3.04821 3.94697 -2.05663 -0.20 0.80 0.22 0.0977
O 2.39830 4.96824 -0.31923 0.19 1.15 -0.56 0.0038
O 4.92840 0.81901 -6.36151 -1.35 2.41 -2.20 0.0089
H 2.70747 5.30833 3.51308 -0.40 -0.54 0.00 0.1012
H 3.06824 3.12539 -0.52301 -0.35 -0.68 -0.34 0.0987
O -6.63919 0.71221 1.24717 -2.94 0.57 1.00 0.0277
O -1.59246 -1.08049 -1.90781 0.09 -1.78 0.51 0.1680
O 2.17242 -7.87092 1.73364 -1.12 1.47 -4.79 0.0563
C 2.82858 -1.80280 2.98022 -1.13 1.68 1.78 -0.5247
C 2.75356 -1.59565 5.33707 -1.26 0.20 2.41 -0.1192
C 3.47575 -1.87670 0.65544 -1.04 0.41 0.28 -0.0103
C -2.80353 4.97698 -1.69094 -0.53 -2.16 3.58 -0.5574
H -8.87421 -2.05237 0.59731 -0.50 0.65 0.27 0.1007
H 3.37493 -1.97329 6.14908 -0.15 0.37 0.23 0.1042
H 6.11459 1.57825 -4.90488 0.52 -0.58 0.14 0.1048
O -2.99712 4.00817 -0.90191 0.58 2.35 -2.23 0.0297
C -8.25706 -1.59838 1.37263 1.72 -0.49 0.90 -0.0228
H 3.30007 -2.84286 0.18240 0.44 0.06 -0.04 0.0995
O -2.54819 -2.46120 -0.62922 -0.51 0.00 4.00 0.2270
C -8.23877 3.19169 1.40404 0.40 -0.09 0.15 0.0009
H -2.25261 5.82402 0.58723 -0.28 0.33 0.57 0.0945
H 1.76755 -2.04211 5.46584 -0.08 -0.30 -0.33 0.0943
H -1.76996 3.41577 -3.87781 -0.12 -0.97 0.43 0.1014
C -2.79841 3.72246 -3.68721 0.59 -0.68 -1.05 -0.0371
O -2.65683 4.91904 -2.98268 -0.45 1.58 0.01 0.0258
O -2.24701 -3.02888 -2.55007 0.76 -1.51 -2.02 0.2546
H 2.34641 -1.83278 -5.23281 1.00 0.31 0.03 0.0852
H 1.28077 -6.18773 1.00340 -0.03 0.08 0.27 0.0928
C 6.21191 1.17948 -5.91464 0.68 -0.92 -0.09 -0.0219
H 0.12192 -7.42514 1.60814 0.29 0.19 0.89 0.0985
H 4.33926 -1.32205 0.28829 -0.12 -0.35 -0.17 0.1048
H -7.30261 3.26936 0.85117 -0.01 -0.58 0.04 0.0871
C 2.47256 3.79477 -1.14364 0.34 -0.66 0.97 -0.0183
O 3.70204 -2.07325 2.04814 0.89 -0.76 0.67 0.0143
C 2.12639 -1.27827 -6.14507 -0.02 -1.36 0.28 -0.0532
O 1.70173 -1.32434 2.84179 1.63 -1.05 0.09 0.0697
O 3.44433 -8.41798 3.10766 5.86 -0.71 0.17 0.0290
H -8.15431 3.85746 2.26294 -0.02 -0.48 0.31 0.0898
H -9.02909 3.62251 0.78931 -0.18 -0.61 -0.02 0.0932
H -3.61748 7.04338 0.31778 -0.43 -0.84 0.30 0.0997
C 4.29253 -0.23851 -5.99957 0.62 -3.05 2.98 -0.5882
H 3.66835 -8.53910 5.05613 0.12 -0.42 0.53 0.0975
O 1.36001 -8.22299 3.82513 1.15 1.21 -1.54 0.0948
C 1.09002 -7.25244 1.13798 -2.08 0.74 -0.90 -0.0536
H 1.12132 -0.92858 -5.90919 0.18 0.93 -0.68 0.0856
H -7.22345 -1.66186 1.03244 0.02 0.47 -0.22 0.0823
H 6.68744 1.93962 -6.53445 -0.87 0.22 -0.30 0.0959
O 4.76064 -1.07051 -5.19965 -1.38 1.43 -1.73 0.0738
O -8.59853 1.82932 1.82227 0.09 1.37 -0.23 0.0177
H 2.22191 6.92987 3.43691 -0.20 0.26 -0.59 0.0978
H 2.56272 -1.29326 0.53671 0.08 0.17 -0.12 0.0839
H 5.01555 -9.23732 4.18416 -0.31 -0.26 -0.61 0.1025
```
Positions in Å, forces in eV/Å.

Net charge = +1
Maximum force = 6.52 eV/A
Highest occupied orbital energy = -11.858 eV
ΔE to the lowest compared entry with this formula, charge and spin = 249.8 kcal per mole
M = 611.5 g/mol

---

[3]
The following is a DFT calculation (ωB97M-V/def2-TZVPD) of C18H36Br13NO2Sb as an isolated structure in a non-equilibrium geometry.

Geometry as XYZ:
```
71
Properties=species:S:1:pos:R:3:forces:R:3:lowdin_charge:R:1
H -0.69537 5.14049 3.72021 -0.16 -0.06 0.01 0.0927
C 1.04242 -2.55434 1.33437 0.06 0.00 0.07 -0.3822
H -2.28020 4.52608 4.16151 0.13 -0.03 0.02 0.0955
C -1.00392 -1.33396 -3.67623 0.09 -0.03 0.03 -0.2887
O 2.30475 -1.25756 -2.64408 -0.02 -0.29 0.17 0.0641
H -1.87184 1.50409 3.36064 0.09 0.10 -0.09 0.1156
O 1.57873 0.53100 -3.68626 0.19 1.63 -0.38 0.1162
H -1.11029 -0.29516 -3.33289 -0.01 -0.09 -0.05 0.0822
H 0.50497 -1.22718 -5.26426 -0.02 -0.02 0.19 0.0857
H -0.56915 3.83506 1.85135 -0.08 -0.12 0.08 0.1111
N -4.25251 -0.05049 -0.50136 -0.14 0.09 -0.26 -0.1032
H 1.70975 -3.41867 1.47835 -0.13 0.16 0.08 0.0163
C 0.00653 -2.89327 0.25865 0.20 -0.20 -0.02 -0.3640
Br 3.17559 3.38903 3.61196 -0.04 0.03 0.04 0.5664
C 3.17939 -2.26343 -8.00476 -0.02 0.02 0.01 -1.6477
Br -4.56452 5.63340 -2.68105 0.00 0.01 -0.03 0.5643
C 0.44245 -1.50483 -4.20528 -0.23 -0.05 -0.04 -0.1523
H -2.30208 3.65327 2.04962 0.28 -0.01 0.11 0.0801
H -0.86984 -0.70014 2.12523 -0.19 -0.01 -0.22 0.0053
Br 1.36316 -1.86509 -8.49794 -0.01 0.00 -0.01 0.5758
H -0.15600 1.67910 2.96204 -0.38 0.05 0.12 0.0191
H 1.72815 -0.97627 -0.02624 0.01 0.00 0.17 0.0134
H -2.81287 -2.44808 -0.05133 0.02 -0.03 0.02 -0.0440
C -1.34267 -2.32551 -2.54950 0.04 -0.11 -0.23 -0.3676
H -2.68958 1.00158 -1.47352 -0.02 -0.18 0.06 0.0299
Sb -1.44572 -1.36197 -0.52711 -0.06 0.00 0.05 1.1859
C 4.26338 -5.73070 2.79992 0.01 0.08 -0.02 -1.6468
H 1.95468 -2.13906 -2.45431 0.07 0.06 0.00 0.0951
Br -4.51183 3.43720 -0.38719 -0.03 0.06 -0.08 0.6569
C -1.59832 -0.29569 1.40827 -0.05 0.16 0.30 -0.3754
H -0.51429 4.13240 5.91333 -0.04 -0.08 -0.10 0.0647
H -2.26112 1.67507 0.77556 0.21 -0.17 0.12 0.0538
Br 1.75949 0.16364 2.16505 0.40 0.00 0.05 0.7049
H -2.32950 -2.78407 -2.69825 0.11 0.15 0.03 0.0359
H -4.32571 0.78461 0.06343 0.13 -0.15 0.17 -0.0361
Br 4.68337 -3.85970 2.64279 0.01 0.00 0.01 0.5938
H -0.12245 -0.27859 -1.04929 0.02 0.02 -0.02 -0.0096
H -4.23578 -0.85002 0.12700 0.04 0.00 0.00 -0.0024
H 0.55038 -3.24805 -0.63381 -0.11 0.04 0.08 0.0239
C -1.17117 1.92106 2.62155 -0.09 0.06 0.09 -0.2673
H 3.81637 -1.57758 -8.54415 -0.01 -0.01 0.00 -0.0327
H -0.52589 1.40846 0.63233 -0.16 0.04 0.06 0.0762
Br 4.29702 -6.30463 4.63816 0.00 -0.02 0.02 0.5564
H -1.68899 -1.44256 -4.52789 0.10 -0.03 0.13 0.0983
C -3.04722 -0.02918 -1.34692 -0.11 0.02 -0.10 -0.4447
C 1.45346 -0.62665 -3.50051 -0.22 -1.38 0.21 -0.6027
H 5.03577 -6.28079 2.28254 -0.01 0.01 0.00 -0.0340
H 5.62605 3.46758 3.89214 -0.01 0.00 -0.02 -0.0373
Br 5.28349 1.02712 3.95157 0.01 -0.01 0.02 0.5488
H 0.72924 -2.55832 -4.11176 -0.01 0.09 -0.17 0.1005
C -1.39343 1.21346 1.28243 -0.08 0.07 -0.18 -0.3439
H 3.00232 -1.61778 1.04064 -0.17 0.03 -0.07 0.0205
Br 5.48795 3.00411 1.46935 0.00 -0.01 -0.01 0.5688
H 0.56931 -2.38184 2.30853 0.03 0.01 -0.19 0.0800
H 0.35767 3.07911 4.79164 -0.15 0.03 0.07 0.0315
Br -6.48189 5.92780 -0.16303 -0.02 0.01 0.01 0.5466
H -0.60584 -3.73981 0.60435 0.05 0.13 -0.10 0.0376
Br 3.47527 -1.98372 -6.13292 0.07 0.01 0.04 0.6488
C -0.63511 3.46453 5.05277 0.08 0.04 -0.06 -0.1282
C -1.33417 3.44187 2.53618 -0.10 -0.01 -0.22 -0.2142
H -1.24518 2.61378 5.37275 0.11 0.10 -0.09 0.0698
H -2.59765 -0.51543 1.81282 0.17 0.04 -0.06 0.0398
C 1.94197 -1.36409 0.97104 0.18 -0.26 -0.21 -0.5749
C 4.98489 2.81731 3.31559 -0.01 -0.02 -0.01 -1.6503
H -4.01728 5.85525 -0.28458 0.00 0.00 0.00 -0.0315
Br 2.58983 -6.14292 1.95922 -0.02 -0.08 -0.01 0.6070
H -0.61774 -3.15198 -2.56422 -0.13 0.05 0.10 0.0263
H -3.30346 -0.40896 -2.34686 0.02 0.08 0.12 0.0296
C -1.26769 4.21638 3.87365 0.03 -0.01 0.12 -0.2561
Br 3.67815 -4.04310 -8.55054 0.01 -0.01 -0.01 0.5529
C -4.77771 5.28728 -0.80047 0.04 -0.02 0.05 -1.6501
```
Positions in Å, forces in eV/Å.

Net charge = -1
Maximum force = 1.69 eV/A
Highest occupied orbital energy = -3.637 eV
M = 1459.0 g/mol

---

The lowest maximum force belongs to which entry? C18H36Br13NO2Sb